Record 1
C4H6N2O | wB97M-V/def2-TZVPD

Atoms and positions in Å:
N1 -2.5196 0.1768 -1.0022
C1 -1.7924 -0.4227 -0.3243
O1 -1.0326 -1.1110 0.4653
C2 0.3006 -1.4134 -0.0037
C3 1.3154 -0.4549 0.6127
C4 1.3899 0.8481 -0.0552
N2 1.4820 1.8673 -0.5927
H1 -1.6216 2.4783 -0.3296
H2 -0.9723 2.8003 -0.1628
H3 0.3222 -1.3924 -1.0963
H4 0.4936 -2.4281 0.3472
H5 1.0720 -0.3064 1.6699
H6 2.3086 -0.9151 0.5673

Summary:
SMILES: N#CCCOC#N.[H][H]
Gap between HOMO and LUMO, eV: 11.41
HOMO, eV: -11.08

Record 2
C4H8NO3 | wB97M-V/def2-TZVPD

Atoms and positions in Å:
O1 -0.9546 -0.9647 3.0128
C1 -0.8684 -0.3354 1.9625
N1 0.0087 -0.6966 0.9851
C2 -1.7119 0.8830 1.6523
C3 0.8777 -1.8452 1.1516
H1 0.0507 -0.1464 0.1237
H2 -2.3291 0.7182 0.7531
H3 -2.3808 1.0827 2.5063
H4 -1.0786 1.7707 1.4864
H5 1.5017 -1.9579 0.2491
H6 0.2899 -2.7681 1.2904
H7 1.5405 -1.7157 2.0237
O2 0.3919 1.9938 -3.5303
O3 2.0037 0.4846 -4.1129
C4 1.2620 1.4877 -4.2877
H8 1.3967 2.0093 -5.2662

Summary:
Total charge: -1
Gap between HOMO and LUMO, eV: 7.19
HOMO, eV: -4.01

Record 3
HIP2S | wB97M-V/def2-TZVPD

Atoms and positions in Å:
P1 0.6218 1.8144 -1.1040
P2 -0.8872 0.5033 -0.6004
S1 0.3838 3.1209 -2.5027
I1 2.8870 2.0378 0.0263
H1 -0.0411 -0.2420 0.2392

Summary:
Gap between HOMO and LUMO, eV: 7.09
HOMO, eV: -8.83

Record 4
C4H14O2S2 | wB97M-V/def2-TZVPD

Atoms and positions in Å:
C1 -1.0693 -1.8439 -0.0276
C2 0.0514 -0.8380 -0.2407
S1 -0.0755 0.5150 0.9873
S2 1.5949 0.4729 2.1798
C3 2.8571 1.3616 1.2232
C4 3.4709 0.5463 0.1081
H1 -1.9935 -1.3581 -0.2151
H2 -1.1275 -2.0420 1.0372
H3 -1.0106 -2.8243 -0.4711
H4 0.1016 -0.4106 -1.2283
H5 1.0437 -1.2588 -0.0979
H6 2.4940 2.3057 0.8152
H7 3.5095 1.6551 2.0546
H8 3.6551 -0.4744 0.4310
H9 4.4097 1.0050 -0.2268
H10 2.7967 0.6284 -0.7463
H11 -1.6218 1.8372 -1.2140
H12 -2.7332 2.8844 -1.2734
O1 -1.8126 2.7541 -1.0052
H13 -4.4261 -1.4570 -0.0486
H14 -5.5293 -1.8014 -1.0664
O2 -4.5853 -1.6571 -0.9752

Summary:
SMILES: CCSSCC.O.O
Gap between HOMO and LUMO, eV: 9.22
HOMO, eV: -8.71

Record 5
C4H8O2 | wB97M-V/def2-TZVPD

Atoms and positions in Å:
C1 1.1353 1.0752 -0.9011
C2 -0.2551 0.6406 -0.5425
C3 -0.8102 0.8557 0.6461
O1 -2.0916 0.4760 0.9289
C4 0.0324 -2.1093 1.5373
O2 -0.8908 -1.9880 2.1893
H1 1.7427 0.2252 -1.2337
H2 1.6432 1.5346 -0.0461
H3 1.1297 1.8069 -1.7178
H4 0.7723 -2.1452 -1.1087
H5 -0.8472 0.1307 -1.3012
H6 -0.2691 1.3591 1.4500
H7 -2.2444 0.5580 1.8759
H8 0.9527 -2.4195 -1.7763

Summary:
Gap between HOMO and LUMO, eV: 9.59
HOMO, eV: -8.71

Record 6
C11H27Cl4NO3 | wB97M-V/def2-TZVPD

Atoms and positions in Å:
Cl1 5.8004 0.1767 2.2023
C1 4.1628 -0.4641 1.8133
C2 3.1470 0.3686 2.4485
Cl2 2.8516 0.0277 4.1925
H1 4.2421 -1.5197 2.0734
H2 4.2632 -0.4664 0.7279
H3 2.1539 0.2879 2.0066
H4 3.2917 1.4490 2.4510
Cl3 -6.1197 1.6628 -0.8839
C3 -5.4812 0.2095 -0.1345
C4 -6.6662 -0.7916 0.1469
Cl4 -5.9931 -2.2712 0.9501
H5 -5.0505 0.4174 0.8449
H6 -4.6718 -0.1498 -0.7700
H7 -7.1399 -1.1634 -0.7617
H8 -7.3590 -0.3305 0.8508
C5 -1.2391 0.6772 0.8405
O1 -0.3204 -0.3314 1.3781
H9 -1.1338 0.8843 -0.2244
H10 -2.2413 0.3686 1.1378
H11 -1.1301 1.5874 1.4303
H12 -0.1216 -1.0651 0.7918
C6 0.1864 -3.3671 -0.1491
O2 -0.4728 -2.2222 -0.6003
C7 -0.2156 -1.9664 -2.0020
C8 1.1719 -1.2669 -2.2121
N1 0.8364 0.1274 -1.7982
C9 2.0778 0.9123 -1.7093
C10 1.8088 2.2427 -1.2515
O3 1.3678 2.2854 0.0595
C11 1.3030 3.4664 0.7810
H13 1.1054 -3.6314 -0.6723
H14 -0.5700 -4.1246 -0.3540
H15 0.3053 -3.5728 0.9147
H16 -1.0522 -1.2920 -2.1851
H17 -0.2390 -2.8926 -2.5760
H18 1.4671 -1.2180 -3.2603
H19 2.0336 -1.8033 -1.8148
H20 0.3886 0.2508 -0.9014
H21 2.6187 0.9585 -2.6545
H22 2.8495 0.3934 -1.1406
H23 1.1241 2.7182 -1.9538
H24 2.6608 2.9185 -1.1775
H25 2.3270 3.7932 0.9619
H26 0.8264 3.3347 1.7523
H27 0.8461 4.3920 0.4307

Summary:
Total charge: -1
Gap between HOMO and LUMO (alpha / beta), eV: 1.51 / 8.87
2S+1: 2
HOMO (alpha / beta), eV: 0.91 / -6.50
<S²>: 0.7504

Record 7
C5H10O2 | wB97M-V/def2-TZVPD

Atoms and positions in Å:
C1 -1.7085 0.9687 0.5569
C2 1.5267 0.6007 0.5740
C3 1.5710 0.8489 -0.8978
C4 0.2059 -1.3131 0.5974
C5 0.0423 -2.5014 0.0762
O1 1.1541 -0.5584 1.0481
O2 -1.7843 0.7499 -0.8414
H1 -2.6702 0.3810 -0.9761
H2 -2.6134 1.4708 0.9233
H3 -1.7807 0.0212 1.0954
H4 2.1634 1.1491 1.2511
H5 -0.7273 1.5215 0.6984
H6 -0.9486 -2.8838 -0.1133
H7 0.8692 -3.1647 -0.1724
H8 0.5626 0.7356 -1.2973
H9 2.1933 0.1239 -1.4205
H10 1.9446 1.8502 -1.1019

Summary:
Gap between HOMO and LUMO (alpha / beta), eV: 7.96 / 8.55
HOMO (alpha / beta), eV: -7.48 / -7.85

Record 8
C7H13N3O2 | wB97M-V/def2-TZVPD

Atoms and positions in Å:
C1 -0.7849 1.5862 -0.0162
C2 -1.8493 -0.7295 0.0024
C3 -1.1675 -2.0646 0.2141
C4 0.0995 -1.8547 -0.6058
C5 0.5596 -0.3925 -0.3290
C6 1.6553 -0.3291 0.7375
C7 2.9692 0.2018 0.1245
H1 -2.1580 3.0763 0.1403
H2 -2.7281 1.5911 0.4807
H3 0.0367 3.1267 -0.4261
H4 -2.6108 -0.5825 0.8041
H5 -2.3698 -0.7586 -0.9378
H6 -1.0410 -2.2558 1.3083
H7 -1.7930 -2.8413 -0.2462
H8 -0.2478 -1.8678 -1.6214
H9 0.9262 -2.6359 -0.4516
H10 0.8709 0.2370 -1.1580
H11 1.8556 -1.2382 1.1540
H12 1.3015 0.3274 1.5378
H13 2.0704 1.9140 -0.1363
N1 -2.0508 2.0846 -0.0988
N2 0.2854 2.2328 -0.1428
N3 -0.7316 0.1712 0.0041
O1 2.9883 1.5020 -0.1398
O2 3.9141 -0.5004 -0.1980

Summary:
SMILES: [H]/N=C(\N)N1CCC[C@@H]1CC(=O)O
Gap between HOMO and LUMO, eV: 9.58
HOMO, eV: -9.16

Record 9
C2H6BeO2 | wB97M-V/def2-TZVPD

Atoms and positions in Å:
O1 -0.3371 1.1024 1.4257
O2 0.8534 0.8289 -0.6138
H1 0.9131 1.2764 -1.4666
Be1 1.0113 1.2549 0.8737
H2 -1.1341 1.6303 1.3599
C1 -0.3189 0.0490 -0.5138
C2 -0.0470 -1.3359 -0.0495
H3 -1.0525 0.2669 -1.2922
H4 1.0286 -1.5815 -0.0531
H5 -0.3242 -1.4447 1.0111
H6 -0.5926 -2.0467 -0.6812

Summary:
Total charge: +1
Gap between HOMO and LUMO (alpha / beta), eV: 6.41 / 10.18
2S+1: 2
HOMO (alpha / beta), eV: -12.43 / -16.29
<S²>: 0.7534

- Number 5 is which compound?
  C4H8O2